Computed, not measured: a structure of composition C23H35BFN7PtS2SeSi, with ωB97M-V/def2-TZVPD.

Structure (XYZ):
```
72
Properties=species:S:1:pos:R:3
Pt -0.87094 1.55601 0.69832
C 1.75123 4.31964 -0.56890
N 2.06583 3.96757 0.80455
C 2.45333 4.87234 1.76517
C 2.64325 4.16821 2.90124
N 2.37451 2.84435 2.64227
B 2.59501 1.78410 3.77832
N 1.56744 0.61174 3.72425
C 1.92872 -0.66710 4.07505
C 0.82360 -1.44452 4.04308
N -0.21779 -0.62751 3.67092
C -1.58728 -1.06593 3.47544
C 0.25464 0.62427 3.48773
S -0.72093 1.98690 3.02260
C 2.01657 2.73360 1.35976
S 1.53038 1.31030 0.48061
H 0.83208 4.90163 -0.60939
H 1.61629 3.40976 -1.14527
H 2.57162 4.89970 -0.98848
H 2.55585 5.92059 1.54985
H 2.93854 4.48965 3.88276
H 3.68967 1.28861 3.66722
H 2.46978 2.38357 4.81835
H 2.95026 -0.91353 4.29755
H 0.68246 -2.49359 4.22998
H -1.56583 -2.11852 3.19946
H -2.03122 -0.48913 2.66809
H -2.16977 -0.92151 4.38493
C 0.57012 -1.32534 -1.77985
Si -1.10063 -0.46699 -1.80944
C -1.81056 -0.61927 -3.53957
C -2.17407 -1.44508 -0.62198
N -1.10154 1.18696 -1.32982
C -0.74517 2.23190 -2.16769
C 0.27795 2.14449 -3.12489
C 0.60838 3.20025 -3.96135
C -0.06244 4.41067 -3.86600
C -1.08561 4.53869 -2.93524
C -1.40545 3.46795 -2.13162
F -2.43429 3.63480 -1.25686
H 0.45218 -2.34055 -2.17160
H 0.94663 -1.40653 -0.75520
H 1.33063 -0.81915 -2.37791
H -1.76352 -1.66120 -3.86803
H -1.26190 -0.01571 -4.26481
H -2.85515 -0.30166 -3.56651
H -2.36850 -2.43014 -1.05800
H -3.13718 -0.96833 -0.42824
H -1.65660 -1.60054 0.32971
H 0.83846 1.21947 -3.18346
H 1.40816 3.07724 -4.68075
H 0.19502 5.24196 -4.50814
H -1.65365 5.45439 -2.83292
C -2.69220 1.89026 0.73458
H -3.36419 1.53876 -0.04860
H -3.18571 2.50537 1.49099
C 2.15735 -4.50782 -1.12157
N 0.74089 -4.80933 -1.04073
C -0.03693 -5.35091 -2.04533
C -1.29444 -5.44185 -1.56804
N -1.27277 -4.95364 -0.27568
C -2.39739 -4.89338 0.63631
C -0.01986 -4.55934 0.05089
Se 0.53546 -3.79285 1.62101
H 2.52410 -4.84308 -2.08877
H 2.68675 -5.02047 -0.32068
H 2.31450 -3.43611 -1.01311
H 0.37238 -5.61967 -3.00210
H -2.19469 -5.80937 -2.02585
H -3.27288 -5.29169 0.12913
H -2.57846 -3.86247 0.93582
H -2.18048 -5.48183 1.52642
```

- gap between HOMO and LUMO (alpha / beta) (eV) = 6.58 / 6.58
- total energy (eV) = -136387.872
- HOMO energy (alpha / beta) (eV) = -7.4 / -7.4

Computed, not measured: a structure of composition C23H35BIrN12STe, with ωB97M-V/def2-TZVPD.

Structure (XYZ):
```
74
Properties=species:S:1:pos:R:3
Ir 0.04577 0.29925 -1.23261
C -2.32829 -2.50461 -0.61457
C -1.93617 -1.59178 0.50473
C -2.50174 -1.56497 1.77864
C -1.74894 -0.64982 2.48906
N -0.79503 -0.17600 1.68201
N -0.92165 -0.71342 0.44986
B 0.43659 0.75641 1.87938
N 1.69483 0.02965 1.30404
C 2.78028 -0.31400 2.02180
C 3.74033 -0.79103 1.16291
C 3.16771 -0.68807 -0.10964
C 3.82055 -1.00918 -1.41553
N 1.93227 -0.18993 -0.01620
N 0.15213 2.04086 1.06912
C -0.11707 3.27601 1.51134
C -0.12519 4.13435 0.43523
C 0.14986 3.34212 -0.67980
C 0.30744 3.83699 -2.07510
N 0.31121 2.07240 -0.28555
N 0.68112 1.03543 3.34116
C 0.62798 0.16015 4.38362
C 1.28769 0.72073 5.44150
C 1.74835 1.96826 4.95731
C 2.55857 2.99722 5.67206
N 1.39649 2.13792 3.69693
H -3.32039 -2.90878 -0.42522
H -1.65274 -3.36520 -0.67507
H -2.33314 -2.00863 -1.58262
H -3.32655 -2.15653 2.13579
H -1.84062 -0.30307 3.50365
H 2.80179 -0.18956 3.09145
H 4.72744 -1.14124 1.41001
H 4.78055 -0.49894 -1.48823
H 3.21317 -0.69469 -2.26330
H 4.02900 -2.07913 -1.50616
H -0.23000 3.46363 2.56307
H -0.27998 5.19886 0.44568
H 1.09002 4.59549 -2.10071
H -0.61717 4.29703 -2.42510
H 0.56439 3.04536 -2.77174
H 0.15870 -0.80510 4.29467
H 1.40571 0.31033 6.42993
H 2.21397 3.12533 6.69755
H 2.49232 3.95265 5.15585
H 3.60867 2.70374 5.71054
C 1.45984 -4.95482 -1.73210
C 0.71376 -4.21857 -2.77603
N 0.29243 -4.69359 -3.90606
N -0.31213 -3.64310 -4.52612
C -0.28646 -2.53149 -3.80856
S -0.97112 -1.00408 -4.11430
N 0.36116 -2.88577 -2.67777
N 0.55584 -1.99090 -1.63272
H 1.50398 -6.00500 -2.00656
H 0.97080 -4.86137 -0.76150
H 2.47693 -4.57013 -1.64276
H -0.71158 -3.75502 -5.44570
H 1.54683 -1.79377 -1.52584
H 0.17719 -2.36116 -0.76502
C -3.51663 1.22011 -0.34057
C -3.08296 0.71957 -1.71817
C -4.07126 1.21502 -2.77493
C -1.66945 1.21046 -2.05469
H -4.48343 0.80803 -0.04421
H -3.61482 2.30913 -0.36289
H -2.79295 0.97362 0.43732
H -3.12771 -0.36946 -1.73144
H -4.09970 2.30768 -2.79124
H -5.08326 0.86008 -2.56928
H -3.79094 0.87510 -3.77462
H -1.64147 2.24533 -1.70894
H -1.58398 1.27730 -3.14257
Te 0.93090 0.46039 -3.65446
```

- gap between HOMO and LUMO (eV) = 7.22
- total energy (eV) = -63941.111
- HOMO energy (eV) = -10.6
- charge = +1

| no. | strongest force on any atom (eV/A) |
| --- | --- |
| 1 | 0.13 |
| 2 | 1.20 |